(1)
# C4H8O2

The molecule C4H8O2 in a non-equilibrium geometry (the ωB97M-V functional and the def2-TZVPD basis, the Open Molecules 2025 dataset).

Each line ends with the Löwdin charge.
Cartesian coordinates (Å):
C 1.8510 -0.6191 -0.1378  -0.141
C 1.2077 0.8505 0.1219  -0.181
C -0.2997 0.8130 0.0024  -0.534
O -1.0060 1.8408 -0.1178  0.046
O -0.7777 -0.4160 0.1211  -0.072
C -2.1927 -0.5792 -0.0143  -0.036
H 1.6749 -1.3576 0.9269  0.138
H 2.9626 -0.2693 -0.2603  0.064
H 1.3531 -1.2801 -1.1854  0.151
H 1.4738 1.7388 -0.5435  0.129
H 1.4399 1.2282 1.2278  0.156
H -2.4617 -0.3679 -1.0376  0.093
H -2.4560 -1.6201 0.2387  0.099
H -2.7691 0.0378 0.6577  0.088

Results
Gap between HOMO and LUMO ... 10.9 eV
Highest occupied orbital energy ... -10.101 eV
Calculated total energy ... -8370.80475 eV
Molecular weight ... 88.1 g mol⁻¹

---

(2)
# C49H48BrFN13O5SYb

A structure of composition C49H48BrFN13O5SYb in a non-equilibrium geometry (the ωB97M-V functional and the def2-TZVPD basis, the Open Molecules 2025 dataset).

Each line ends with the Löwdin charge.
Cartesian coordinates (Å):
Yb -1.1741 0.6240 0.4855  1.729
N 1.1341 1.6671 1.0616  0.045
C 1.3170 3.0531 0.9976  -0.260
C 2.1857 3.7530 1.8023  -0.055
C 2.4116 5.1211 1.5899  -0.078
C 1.7783 5.7836 0.5762  -0.033
C 0.8207 5.1207 -0.2190  -0.146
C 0.0813 5.7552 -1.2393  0.005
C -0.8798 5.0403 -1.8994  -0.024
C -1.0912 3.6949 -1.5539  -0.119
N -0.3864 3.0494 -0.6527  0.103
C 0.5662 3.7461 0.0096  -0.180
H 1.6145 1.2399 1.8462  0.062
H 1.4687 1.2557 0.1834  0.047
H 2.7064 3.2480 2.6051  0.113
H 3.1170 5.6402 2.2214  0.105
H 1.9826 6.8256 0.3846  0.112
H 0.2732 6.7927 -1.4752  0.122
H -1.4893 5.4927 -2.6668  0.118
H -1.8615 3.1343 -2.0633  0.102
N 0.0638 -0.8132 4.8509  0.181
C -0.6666 -0.6888 3.6931  -0.497
O -0.2465 0.0426 2.7683  -0.109
C -1.8548 -1.4689 3.5878  -0.208
C -2.5176 -1.2634 2.4004  -0.183
N -2.9027 -0.9276 1.3539  0.120
C -2.2902 -2.3329 4.5863  -0.249
N -2.6043 -3.0646 5.4195  0.137
H -0.4086 -1.1919 5.6575  0.098
H 0.7528 -0.0997 5.0322  0.110
O 0.6205 -0.0722 -1.1442  -0.128
H 0.0649 0.1455 -1.9123  0.032
H 0.7436 -1.0332 -1.1322  0.056
C 3.3838 -0.5495 2.3331  0.000
C 2.2874 -1.5260 2.1233  -0.357
N 1.4611 -1.5582 1.1071  0.111
C 0.6799 -2.6643 1.2882  -0.128
C 1.0324 -3.2999 2.4381  -0.058
N 2.0608 -2.5669 2.9761  -0.016
C 2.7412 -2.8392 4.2105  -0.081
N 4.0723 -3.3320 4.0053  -0.055
N 5.1388 -2.5534 4.2722  0.038
N 6.2128 -3.1656 4.0198  0.072
C 5.9165 -4.4118 3.5513  -0.224
C 6.7312 -5.4604 3.1264  -0.011
C 6.1015 -6.5981 2.6806  -0.086
C 4.7032 -6.7111 2.6576  -0.078
C 3.8782 -5.6917 3.0784  -0.011
C 4.5048 -4.5367 3.5305  -0.153
H 3.1649 0.1149 3.1700  0.083
H 3.5344 0.0299 1.4262  0.059
H 4.3149 -1.0640 2.5677  0.066
H -0.0655 -2.9395 0.5692  0.077
H 0.6448 -4.1739 2.9214  0.118
H 2.1540 -3.5726 4.7733  0.149
H 2.8418 -1.9199 4.7989  0.133
H 7.8045 -5.3688 3.1385  0.113
H 6.6952 -7.4315 2.3354  0.103
H 4.2651 -7.6271 2.2888  0.105
H 2.8030 -5.7833 3.0547  0.102
F -4.2557 6.6325 -1.2698  0.023
C -3.8883 5.5523 -0.5233  -0.302
C -2.9044 5.7017 0.4345  -0.042
C -2.5109 4.6043 1.1721  -0.069
C -3.0812 3.3369 0.9683  -0.367
C -2.6700 2.1621 1.7387  -0.247
C -4.0985 3.2446 0.0015  -0.063
C -4.4980 4.3309 -0.7449  -0.022
H -2.4691 6.6736 0.6079  0.117
H -1.7400 4.7227 1.9228  0.111
H -3.5638 1.5786 2.0099  0.033
H -2.1818 2.4863 2.6698  0.035
H -4.5709 2.2860 -0.1655  0.103
H -5.2752 4.2521 -1.4895  0.114
N 4.4211 2.0351 0.1018  0.105
C 3.9476 1.8376 -1.1555  -0.665
N 2.7284 2.0074 -1.5033  0.103
C 2.5179 1.6816 -2.8173  -0.307
C 1.3101 1.7826 -3.4941  -0.028
C 1.2469 1.3906 -4.8149  -0.074
C 2.3695 0.9053 -5.4764  -0.093
C 3.5898 0.8176 -4.8286  -0.101
C 3.6553 1.2083 -3.5038  -0.472
S 5.0322 1.2150 -2.4243  1.058
H 3.8630 2.6526 0.6783  0.066
H 5.4177 2.1404 0.1935  0.095
H 0.4374 2.1538 -2.9849  0.080
H 0.3016 1.4656 -5.3261  0.100
H 2.2958 0.5891 -6.5065  0.099
H 4.4670 0.4598 -5.3456  0.104
Br -7.7824 -2.2226 -3.5639  0.713
C -6.2131 -1.1800 -3.2451  -0.678
C -5.5938 -0.5620 -4.3199  -0.120
C -4.4151 0.1273 -4.1033  -0.019
C -3.8588 0.1847 -2.8316  -0.131
C -4.5168 -0.4035 -1.7590  -0.027
C -5.6972 -1.0952 -1.9615  -0.119
C -2.4784 0.7738 -2.6364  -0.605
O -1.8428 1.1339 -3.6275  0.041
O -2.0397 0.7899 -1.4429  -0.212
H -6.0211 -0.6312 -5.3103  0.101
H -3.8945 0.6128 -4.9158  0.122
H -4.0727 -0.3289 -0.7737  0.084
H -6.2050 -1.5697 -1.1340  0.104
C -1.6904 -2.2007 -3.5592  -0.011
N -2.3704 -2.9426 -2.5196  -0.125
C -3.2414 -4.0051 -2.9682  -0.039
C -2.1521 -2.6891 -1.2189  -0.481
C -2.8332 -3.6154 -0.2415  0.010
O -1.3960 -1.7872 -0.8428  -0.083
H -2.4046 -1.8645 -4.3115  0.094
H -0.9300 -2.8246 -4.0383  0.105
H -1.2196 -1.3230 -3.1271  0.069
H -3.4232 -3.8849 -4.0334  0.094
H -4.2013 -3.9721 -2.4540  0.089
H -2.7827 -4.9849 -2.8077  0.095
H -2.6553 -4.6573 -0.4964  0.087
H -3.9042 -3.4364 -0.2331  0.089
H -2.4496 -3.4174 0.7543  0.062

Results
Gap between HOMO and LUMO (alpha / beta) ... 6.7 / 6.7 eV
Spin multiplicity ... 2
Highest occupied orbital energy (alpha / beta) ... -6.646 / -6.645 eV
Calculated total energy ... -196331.92758 eV
Molecular weight ... 1203.0 g mol⁻¹
Expectation value of S² ... 0.75

---

(3)
# C4H11BN2

The molecule C4H11BN2 in a non-equilibrium geometry (the ωB97M-V functional and the def2-TZVPD basis, the Open Molecules 2025 dataset).

Each line ends with the Löwdin charge.
Cartesian coordinates (Å):
C -2.4700 0.2180 0.9985  -0.002
B -0.7970 0.1291 0.2205  -0.266
N -0.3677 1.4252 -0.0195  0.044
C 0.9563 1.6270 -0.5056  -0.187
C 1.6515 0.2264 -0.4929  -0.168
N 0.5186 -0.6392 -0.1218  -0.135
C 0.8290 -2.0376 -0.1948  -0.121
H -2.5344 0.9113 1.7545  -0.009
H -2.9908 0.7051 0.2020  0.021
H -2.7570 -0.6984 1.4431  0.007
H -0.7290 2.3154 0.2282  0.111
H 1.6996 2.1411 0.2094  0.132
H 1.0527 2.0926 -1.5226  0.120
H 1.9796 -0.0594 -1.4917  0.107
H 2.4885 0.0768 0.0889  0.082
H -0.0697 -2.7826 0.0838  0.135
H 1.5673 -2.1366 0.5507  0.048
H 1.3562 -2.2306 -1.1590  0.082

Results
Gap between HOMO and LUMO ... 8.6 eV
Highest occupied orbital energy ... -7.815 eV
Calculated total energy ... -7982.33736 eV
Molecular weight ... 98.0 g mol⁻¹

---

(4)
# C3H2NO2Se

A cluster of 2 separate species, C3H2NO2Se in total in a non-equilibrium geometry (the ωB97M-V functional and the def2-TZVPD basis, the Open Molecules 2025 dataset).

Each line ends with the Löwdin charge.
Cartesian coordinates (Å):
C 1.5873 -0.5403 0.4769  -0.164
C 0.7411 1.6188 -0.5578  -0.490
C 0.4775 0.2947 0.0657  -0.072
N 2.5755 -1.0284 0.6631  0.175
O 1.1355 2.7139 -0.4638  0.181
O 0.5647 0.6479 -1.3963  0.157
Se -3.5584 -2.0395 0.9524  -0.339
H -0.5819 -0.0093 0.4538  0.166
H -2.9414 -1.6577 -0.1939  -0.615

Results
Gap between HOMO and LUMO ... 5.6 eV
Highest occupied orbital energy ... -2.792 eV
Calculated total energy ... -74073.43312 eV
Molecular weight ... 163.0 g mol⁻¹
Total charge ... -1